Version a
{
  "formula": "C3H9N3O2",
  "method": "wB97M-V/def2-TZVPD",
  "smiles": "NC(=O)[N@@H+](N)[O-].C=C",
  "orbital_gap_ev": 10.07,
  "charge": 0,
  "elements": ["C", "C", "C", "N", "O", "H", "H", "H", "H", "H", "H", "H", "N", "N", "O", "H", "H"],
  "xyz": [[-2.1282, 0.0714, 1.1685], [-2.3536, 0.0199, -0.1330], [1.2491, 0.0077, 0.6299], [1.7239, -1.1919, 0.8039], [1.1878, 1.0229, 1.2659], [2.2139, -1.5020, 1.6213], [1.5944, -1.7043, -0.1313], [-2.1189, 1.0027, 1.7109], [-1.9283, -0.8155, 1.7475], [-2.3857, -0.9152, -0.6707], [-0.3857, 0.1580, -0.6806], [-2.5776, 0.9065, -0.7074], [1.0956, 1.1862, -1.5217], [0.6464, 0.0201, -0.8169], [0.9185, -1.1070, -1.4316], [1.9455, 0.9282, -2.0193], [1.3029, 1.9122, -0.8353]],
  "nbo_charge": [-0.3486, -0.4527, 0.7488, -0.8274, -0.6186, 0.4149, 0.4553, 0.2036, 0.1978, 0.2120, 0.4091, 0.2071, -0.6677, -0.0039, -0.6791, 0.3738, 0.3756]
}

Version b
{
  "formula": "C3H9N3O2",
  "method": "wB97M-V/def2-TZVPD",
  "orbital_gap_ev": 7.79,
  "charge": 0,
  "elements": ["C", "C", "N", "N", "N", "C", "O", "O", "H", "H", "H", "H", "H", "H", "H", "H", "H"],
  "xyz": [[-0.1072, 0.5978, 0.7823], [0.0552, -0.1220, -1.5590], [0.4531, 1.4715, 1.7281], [0.2217, -0.9847, 1.1388], [-0.6330, -1.2338, -1.2851], [0.4031, 0.7904, -0.5820], [-1.5040, 0.6022, 0.9911], [0.4715, 0.1825, -2.8348], [-1.9009, 0.2250, 0.1916], [0.1052, -0.4668, -3.4454], [0.0691, 1.3987, 2.6584], [1.4576, 1.5392, 1.6960], [-0.2867, -1.2779, 1.9679], [1.2211, -1.1299, 1.2422], [-0.1639, -1.4499, 0.2081], [-0.7197, -1.8757, -2.0642], [0.8577, 1.7336, -0.8339]],
  "nbo_charge": [0.5763, 0.5478, -0.8289, -0.8239, -0.9862, -0.6395, -0.7311, -0.6838, 0.5000, 0.4720, 0.3774, 0.3814, 0.3974, 0.3968, 0.4595, 0.3494, 0.2353]
}

Relative to the most stable structure, the computed energies are version a 2.279; version b 0.000, all in eV.